Record 1
C2H5OP | ωB97M-V/def2-TZVPD

Computed properties:
lowest unoccupied orbital energy: -0.238 eV
gap between HOMO and LUMO: 7.52 eV
energy relative to the best compared isomer or geometry (same formula, charge and spin): 75.6 kcal per mole
highest occupied orbital energy: -7.76 eV

ORCA input file:
```
! RIJCOSX wB97M-V def2-TZVPD def2/J DEFGRID3
* xyz 0 1
C 0.90 -0.49 0.26
C -0.49 -0.50 -0.31
O -1.65 -0.34 0.39
P 0.03 1.26 -1.22
H 1.17 -0.05 1.13
H 1.82 -0.76 -0.22
H -0.73 -1.01 -1.27
H -1.39 0.16 1.23
H 0.35 1.72 0.01
*
```

Record 2
C5H4F4N2O | ωB97M-V/def2-TZVPD

Computed properties:
lowest unoccupied orbital energy: -0.453 eV
gap between HOMO and LUMO: 8.71 eV
energy relative to the best compared isomer or geometry (same formula, charge and spin): 45.1 kcal per mole
highest occupied orbital energy: -9.17 eV

ORCA input file:
```
! RIJCOSX wB97M-V def2-TZVPD def2/J DEFGRID3
* xyz 0 1
C -1.56 -0.29 -2.17
C -0.38 -0.89 0.18
C -0.70 0.80 -2.16
C 0.92 1.08 1.19
C -0.18 -1.82 1.29
N 0.02 1.03 -0.92
N 0.14 0.28 0.28
O -0.59 1.64 -3.01
F -1.27 -1.13 -3.09
F -0.81 -2.96 1.25
F 1.14 -2.07 1.31
F -0.56 -1.40 2.50
H 0.61 2.06 1.00
H 0.83 0.75 2.20
H 2.03 0.93 1.03
H 0.37 2.00 -0.86
*
```

Record 3
C3H8Se | ωB97M-V/def2-TZVPD

Computed properties:
lowest unoccupied orbital energy: 0.874 eV
gap between HOMO and LUMO: 10.18 eV
energy relative to the best compared isomer or geometry (same formula, charge and spin): 3.1 kcal per mole
highest occupied orbital energy: -9.30 eV
structure (SMILES): [SeH2].C=CC

ORCA input file:
```
! RIJCOSX wB97M-V def2-TZVPD def2/J DEFGRID3
* xyz 0 1
Se 2.16 2.20 -2.02
H 1.72 1.11 -1.20
H 0.85 2.32 -2.61
C 0.33 -0.38 1.69
C -0.48 -0.08 0.70
C -1.19 -1.09 -0.14
H 0.84 0.38 2.27
H 0.52 -1.40 1.97
H -0.65 0.96 0.43
H -1.25 -2.04 0.37
H -2.20 -0.75 -0.37
H -0.66 -1.23 -1.09
*
```

Record 4
C3H8N2OS | ωB97M-V/def2-TZVPD

Computed properties:
lowest unoccupied orbital energy: 0.750 eV
gap between HOMO and LUMO: 9.42 eV
energy relative to the best compared isomer or geometry (same formula, charge and spin): 70.1 kcal per mole
highest occupied orbital energy: -8.67 eV
structure (SMILES): N#CCN.CSO

ORCA input file:
```
! RIJCOSX wB97M-V def2-TZVPD def2/J DEFGRID3
* xyz 0 1
N -1.35 -2.12 1.03
C -1.58 -1.23 0.34
C -2.08 -0.22 -0.64
N -2.19 1.01 0.12
H -3.10 -0.72 -1.05
H -1.40 -0.08 -1.49
H -2.85 0.82 0.99
H -1.32 1.41 0.45
C 2.85 0.56 -0.68
S 1.26 0.56 0.27
O 1.49 -0.43 1.58
H 3.31 1.50 -0.66
H 2.77 0.25 -1.69
H 3.52 -0.29 -0.17
H 0.69 -1.02 1.60
*
```

Record 5
C14H25N5PbS4 | ωB97M-V/def2-TZVPD

Computed properties:
lowest unoccupied orbital energy: -5.878 eV
gap between HOMO and LUMO: 6.95 eV
highest occupied orbital energy: -12.83 eV

ORCA input file:
```
! RIJCOSX wB97M-V def2-TZVPD def2/J DEFGRID3
* xyz 2 1
Pb 0.02 0.02 0.00
S -0.17 -2.78 -0.49
S -0.22 2.78 -0.48
C 1.49 -3.55 -0.42
C -0.35 -2.48 -2.28
C 0.36 -1.25 -2.85
N -0.24 0.00 -2.34
C 0.35 1.26 -2.85
C -0.39 2.47 -2.29
H -1.43 -2.41 -2.47
H 0.06 -3.37 -2.78
H 0.25 -1.20 -3.95
H 1.43 -1.27 -2.60
H 0.23 1.21 -3.94
H 1.43 1.28 -2.59
H -1.48 2.39 -2.47
H 0.00 3.37 -2.78
C 1.42 3.57 -0.42
H -1.26 -0.01 -2.43
H 2.12 3.17 -1.17
H 1.83 3.44 0.59
H 1.24 4.65 -0.60
H 1.90 -3.39 0.59
H 2.18 -3.15 -1.18
H 1.32 -4.62 -0.59
C -2.41 -0.03 0.56
C -1.71 -0.02 1.77
H -2.74 -0.99 0.12
H -2.76 0.93 0.12
H -1.41 -0.96 2.29
H -1.48 0.92 2.29
N 0.06 2.22 3.15
C 0.89 1.16 3.11
N 1.06 0.40 2.06
C 2.20 -0.43 2.12
C 2.78 -0.36 3.38
S 1.94 0.76 4.44
C 2.88 -0.81 0.88
C 4.20 -1.22 0.86
S 4.92 -1.13 -0.71
C 3.38 -0.51 -1.35
N 2.46 -0.38 -0.43
N 3.41 -0.22 -2.65
H 0.10 2.72 4.01
H -0.35 2.63 2.32
H 3.73 -0.83 3.61
H 4.73 -1.46 1.80
H 4.32 -0.40 -3.03
H 2.68 0.11 -3.25
*
```

Record 6
C6H15InNO2 | ωB97M-V/def2-TZVPD

Computed properties:
lowest unoccupied orbital energy: -17.894 eV
gap between HOMO and LUMO: 3.59 eV
energy relative to the best compared isomer or geometry (same formula, charge and spin): 34.0 kcal per mole
highest occupied orbital energy: -21.49 eV

ORCA input file:
```
! RIJCOSX wB97M-V def2-TZVPD def2/J DEFGRID3
* xyz 3 1
In 1.79 1.80 0.27
C 1.39 0.46 -3.64
O 0.62 1.23 -2.63
C -0.71 0.69 -2.43
C -0.70 -0.53 -1.41
N -0.64 -0.06 0.00
C -0.59 -1.15 0.99
C -0.47 -0.68 2.41
O 0.44 0.41 2.53
C 0.70 0.62 3.93
H 2.43 0.72 -3.84
H 0.77 0.63 -4.52
H 1.34 -0.61 -3.48
H -1.18 0.41 -3.37
H -1.33 1.55 -2.18
H 0.08 -1.28 -1.52
H -1.64 -1.05 -1.62
H -1.59 0.28 0.09
H 0.22 -1.83 0.73
H -1.52 -1.73 0.95
H -0.37 -1.58 3.02
H -1.37 -0.20 2.78
H 1.64 1.17 4.04
H 0.86 -0.32 4.47
H -0.17 1.04 4.42
*
```

Record 7
C4H7NO | ωB97M-V/def2-TZVPD

Computed properties:
lowest unoccupied orbital energy: 0.068 eV
gap between HOMO and LUMO: 7.22 eV
energy relative to the best compared isomer or geometry (same formula, charge and spin): 108.4 kcal per mole
highest occupied orbital energy: -7.15 eV

ORCA input file:
```
! RIJCOSX wB97M-V def2-TZVPD def2/J DEFGRID3
* xyz 0 1
O -0.37 1.10 -1.54
C 0.09 0.26 -0.63
C 1.54 0.03 -0.68
N -0.13 -1.30 1.25
C -0.80 -0.16 1.62
C -0.72 -0.60 0.14
H -1.33 1.22 -1.41
H 1.56 -0.57 -1.60
H 2.17 0.91 -0.81
H 1.82 -0.62 0.16
H -0.30 0.78 1.93
H -1.86 -0.16 1.91
H -1.67 -0.91 -0.32
*
```

Record 8
C7H10N2O2S | ωB97M-V/def2-TZVPD

Computed properties:
lowest unoccupied orbital energy (spin up / spin down): 0.433 / -3.157 eV
gap between HOMO and LUMO (spin up / spin down): 7.97 / 6.01 eV
energy relative to the best compared isomer or geometry (same formula, charge and spin): 59.3 kcal per mole
highest occupied orbital energy (spin up / spin down): -7.53 / -9.16 eV

ORCA input file:
```
! RIJCOSX wB97M-V def2-TZVPD def2/J DEFGRID3
* xyz 0 3
C -2.96 -1.06 0.54
C -1.63 -0.92 0.75
C -3.71 -0.07 -0.13
C -1.78 1.09 -0.56
C -1.11 0.17 0.20
C 1.42 1.90 -0.09
C 3.32 -1.05 0.06
N -3.11 0.93 -0.69
N 1.11 0.59 0.65
O 1.19 -0.68 -1.52
O 0.86 -1.93 0.47
S 1.50 -0.78 -0.14
H -3.44 -2.03 0.83
H -0.94 -1.69 1.16
H -4.75 0.01 -0.15
H -1.42 1.94 -0.99
H 1.28 1.75 -1.20
H 0.75 2.61 0.46
H 2.43 2.30 0.12
H 3.79 -0.41 -0.66
H 3.65 -0.54 0.95
H 3.54 -2.11 -0.04
*
```

Record 9
C28H35B2BeBr2CsF14NO11PS | ωB97M-V/def2-TZVPD

Computed properties:
lowest unoccupied orbital energy: -6.413 eV
gap between HOMO and LUMO: 2.08 eV
highest occupied orbital energy: -8.49 eV

ORCA input file:
```
! RIJCOSX wB97M-V def2-TZVPD def2/J DEFGRID3
* xyz 0 1
C -0.16 0.43 0.21
C -1.02 -0.70 -0.37
C -1.77 -0.36 -1.65
O -3.18 -0.34 -1.36
C -3.98 0.35 -2.29
P -5.13 1.40 -1.38
O -4.93 1.12 0.15
N -6.65 1.26 -1.88
C -7.51 0.26 -1.20
C -8.26 0.82 -0.02
S -4.71 3.49 -1.71
O -4.40 3.53 -3.11
O -5.85 4.20 -1.23
C -3.10 3.90 -0.83
F -2.43 2.73 -0.84
F -2.46 4.77 -1.59
C -3.23 4.42 0.65
F -2.33 3.78 1.38
F -2.97 5.71 0.70
F -4.43 4.16 1.14
H 0.89 0.16 0.17
H -0.27 1.37 -0.32
H -0.38 0.62 1.26
H -1.76 -0.98 0.37
H -0.36 -1.54 -0.58
H -1.46 0.61 -2.04
H -1.58 -1.10 -2.42
H -4.58 -0.34 -2.87
H -3.41 0.97 -2.98
H -4.93 0.18 0.36
H -7.13 2.17 -1.85
H -6.95 -0.63 -0.92
H -8.23 -0.07 -1.94
H -8.89 1.65 -0.32
H -7.61 1.12 0.79
H -8.93 0.05 0.36
C 2.09 -5.20 0.72
C 0.89 -4.50 0.76
C 0.72 -3.47 1.66
C 1.74 -3.12 2.53
C 2.94 -3.81 2.49
C 3.12 -4.86 1.59
H 2.23 -6.01 0.02
H 0.09 -4.77 0.08
H -0.22 -2.92 1.70
H 1.61 -2.30 3.24
H 3.74 -3.54 3.17
H 4.05 -5.40 1.57
B 2.13 0.37 4.83
F 3.22 1.11 4.25
F 1.53 1.16 5.80
F 1.23 0.04 3.81
F 2.69 -0.79 5.39
C -5.37 -3.73 -5.15
C -5.93 -4.88 -4.77
C -5.66 -5.47 -3.43
O -6.16 -6.51 -3.09
C -4.73 -4.73 -2.53
C -4.17 -3.58 -2.91
C -4.45 -3.00 -4.25
O -3.94 -1.95 -4.59
H -5.56 -3.28 -6.11
H -6.61 -5.43 -5.41
H -4.55 -5.18 -1.57
H -3.50 -3.02 -2.27
Be 0.90 0.08 -2.89
Br 5.40 3.00 1.34
C 6.34 2.08 2.76
C 6.90 0.75 2.29
Br 5.51 -0.59 2.16
H 5.66 1.96 3.59
H 7.14 2.75 3.06
H 7.62 0.35 3.01
H 7.38 0.83 1.33
B -8.19 6.10 -3.12
F -8.35 4.85 -3.73
F -8.99 6.12 -1.93
F -6.85 6.28 -2.76
F -8.60 7.13 -3.95
O -5.68 0.28 -4.87
H -4.91 0.25 -5.47
C 11.07 -0.75 2.70
C 12.28 -1.21 3.05
C 13.53 -0.36 2.95
O 14.56 -0.88 3.32
C 13.41 0.98 2.43
C 12.20 1.44 2.07
C 10.95 0.60 2.20
O 9.90 1.13 1.87
O 12.00 2.65 1.59
O 12.49 -2.43 3.51
H 10.17 -1.35 2.76
H 14.31 1.58 2.35
H 11.04 2.72 1.41
H 13.45 -2.50 3.69
Cs 6.15 1.62 5.03
F -7.84 4.15 -1.14
*
```

Record 10
C5H11N | ωB97M-V/def2-TZVPD

Computed properties:
lowest unoccupied orbital energy (spin up / spin down): -0.330 / -0.113 eV
gap between HOMO and LUMO (spin up / spin down): 8.98 / 7.42 eV
energy relative to the best compared isomer or geometry (same formula, charge and spin): 114.8 kcal per mole
highest occupied orbital energy (spin up / spin down): -9.31 / -7.54 eV

ORCA input file:
```
! RIJCOSX wB97M-V def2-TZVPD def2/J DEFGRID3
* xyz 0 1
C -0.76 0.54 1.35
C 0.17 0.34 -1.27
C -0.86 -0.90 1.81
C 0.85 -1.00 -1.35
C 0.75 1.70 -1.21
N 1.50 1.86 -0.26
H 0.69 2.33 -2.11
H -1.61 1.18 1.52
H 0.08 1.08 1.77
H -0.68 0.35 -1.97
H -0.48 0.39 0.11
H -1.53 -1.45 1.14
H 0.11 -1.39 1.79
H -1.23 -0.98 2.83
H 1.60 -1.11 -0.56
H 0.08 -1.78 -1.27
H 1.31 -1.15 -2.33
*
```

Record 11
C3H10NO | ωB97M-V/def2-TZVPD

Computed properties:
lowest unoccupied orbital energy: -4.949 eV
gap between HOMO and LUMO: 10.23 eV
energy relative to the best compared isomer or geometry (same formula, charge and spin): 33.3 kcal per mole
highest occupied orbital energy: -15.18 eV

ORCA input file:
```
! RIJCOSX wB97M-V def2-TZVPD def2/J DEFGRID3
* xyz 1 1
C -2.05 -0.64 -2.01
N -1.39 0.15 -1.28
H -1.88 -1.71 -2.01
H -2.98 -0.35 -2.50
H -0.54 -0.12 -0.64
H -1.55 1.15 -1.21
C 1.52 0.31 0.78
O 0.59 -0.70 0.21
C 1.20 0.85 2.17
H 2.49 -0.21 0.81
H 1.52 1.17 0.07
H 1.23 -1.25 -0.24
H 0.11 0.72 2.36
H 1.76 0.32 2.94
H 1.21 1.94 2.23
*
```

Record 12
ClH5N3OP | ωB97M-V/def2-TZVPD

Computed properties:
lowest unoccupied orbital energy: 0.018 eV
gap between HOMO and LUMO: 10.24 eV
energy relative to the best compared isomer or geometry (same formula, charge and spin): 57.2 kcal per mole
highest occupied orbital energy: -10.22 eV

ORCA input file:
```
! RIJCOSX wB97M-V def2-TZVPD def2/J DEFGRID3
* xyz 0 1
N -1.32 1.07 1.62
N 1.08 -0.63 -1.02
N -0.93 0.38 0.43
O 1.53 1.24 0.86
P 0.64 0.35 0.04
Cl 0.30 -3.26 -2.07
H -1.98 1.75 1.39
H -0.49 1.62 1.84
H 0.81 -2.06 -2.04
H 1.89 -0.13 -1.16
H -1.52 -0.33 0.09
*
```